[1]
12
Properties=species:S:1:pos:R:3:forces:R:3 method="wB97M-V/def2-TZVPD" spin_multiplicity=3 largest_force_ev_per_a=4.99 energy_ha=-670.68388 lumo_ev="0.943 / -2.110" e_above_lowest_kj_mol=305.3 s_squared=2.021
C 0.004 -0.194 -0.090 -0.5 0.2 0.4
C -1.726 1.516 1.589 -3.3 -1.7 -3.3
C -1.262 0.129 0.051 -0.8 1.2 -0.2
C 0.777 -0.683 -1.271 0.1 3.6 0.1
N -0.792 1.875 2.246 2.3 0.0 2.1
Cl -2.572 0.013 -1.076 0.6 0.1 0.7
H 0.536 -0.011 0.789 1.0 0.4 1.4
H -2.797 1.639 1.466 0.4 -0.6 -0.2
H 0.179 -0.241 -2.098 1.1 -0.7 -0.2
H 1.867 -0.310 -1.185 -1.9 -0.5 -0.5
H 0.759 -1.702 -1.241 0.1 -2.9 -0.5
H -0.483 2.560 2.871 0.9 0.8 0.3

[2]
12
Properties=species:S:1:pos:R:3:forces:R:3 method="wB97M-V/def2-TZVPD" spin_multiplicity=3 largest_force_ev_per_a=7.52 energy_ha=-670.65979 lumo_ev="0.689 / -4.771" e_above_lowest_kj_mol=368.5 s_squared=2.005
C 1.696 -0.203 1.511 -4.7 -1.2 -3.9
C 0.672 -0.706 -0.909 -1.4 4.2 1.2
C -0.801 0.378 0.902 -0.5 -2.3 -2.2
C 0.292 -0.654 0.553 3.9 6.4 -0.1
N 2.559 0.016 2.212 2.0 0.4 1.7
Cl -0.050 -2.251 1.304 -1.3 -5.9 2.7
H -0.178 -0.899 -1.529 -0.7 -0.5 -0.2
H 0.889 0.421 -1.121 0.5 -2.2 -0.3
H 1.398 -1.417 -1.041 2.2 -1.3 -0.8
H -0.519 0.914 1.790 -0.6 0.4 0.1
H -1.777 -0.240 0.915 1.1 1.1 0.6
H -0.838 0.885 -0.080 -0.4 0.9 1.1

[3]
14
Properties=species:S:1:pos:R:3:forces:R:3 method="wB97M-V/def2-TZVPD" smiles="O[C@]1(Cl)CC=NC=[NH+]1" total_charge=+1 largest_force_ev_per_a=3.18 energy_ha=-800.66136 lumo_ev=-6.072 e_above_lowest_kj_mol=120.0
O -1.401 0.719 -1.414 -1.0 -1.0 -0.4
C -0.873 0.157 -0.276 -0.3 0.0 -0.1
Cl -2.235 -0.218 0.929 1.3 -0.2 -0.9
C 0.111 1.160 0.366 -0.2 0.5 0.0
C 1.084 0.405 1.293 -1.4 1.8 1.1
N 1.615 -0.712 0.948 0.1 0.2 0.1
C 1.184 -1.360 -0.172 -3.1 0.8 0.1
N -0.061 -1.121 -0.656 2.0 0.8 1.7
H -2.253 0.300 -1.791 1.9 0.7 1.3
H -0.489 2.066 0.786 1.2 -1.9 -0.4
H 0.775 1.575 -0.424 -0.5 -0.2 0.1
H 1.216 0.939 2.324 0.4 -1.6 -1.8
H 1.783 -2.191 -0.558 -0.2 0.4 -0.1
H -0.456 -1.719 -1.356 -0.2 -0.3 -0.4

[4]
18
Properties=species:S:1:pos:R:3:forces:R:3 method="wB97M-V/def2-TZVPD" spin_multiplicity=3 largest_force_ev_per_a=4.07 energy_ha=-2336.75230 lumo_ev="-0.503 / -3.196" s_squared=2.057
C 0.913 0.748 -1.655 0.6 -0.9 0.0
C -1.363 -0.274 0.851 1.6 -1.0 0.4
C -0.825 -0.376 2.224 -0.9 2.0 3.4
C 3.068 0.324 -0.109 0.9 3.0 -2.5
N 0.535 0.268 -0.472 0.6 0.4 1.0
N -0.707 -0.064 -0.255 -0.5 0.5 0.2
O -2.606 -0.638 0.537 0.3 0.4 1.4
P -2.500 -0.499 -1.129 0.0 -1.7 -3.4
S -3.012 -2.110 -2.048 -0.3 -0.4 0.5
S -0.010 0.966 -3.022 -0.6 0.2 -0.2
S 2.666 0.937 -1.821 -0.4 -0.3 0.7
Cl -3.611 1.072 -1.473 -1.7 1.9 0.1
H 0.192 -0.661 2.361 1.0 -0.5 -1.0
H -1.376 -1.030 2.966 0.0 0.7 -1.4
H -0.743 0.660 2.806 -0.7 -1.7 -1.5
H 4.141 0.373 -0.099 0.5 0.7 0.8
H 2.840 -0.655 -0.100 -1.2 -3.3 0.4
H 2.399 0.959 0.437 0.7 0.0 1.2

[5]
13
Properties=species:S:1:pos:R:3:forces:R:3 method="wB97M-V/def2-TZVPD" largest_force_ev_per_a=4.34 energy_ha=-1068.69199 lumo_ev=-1.479 e_above_lowest_kj_mol=1172.5
C 1.185 1.279 0.054 0.6 -0.1 1.1
C 1.469 -0.240 0.137 0.6 2.7 -1.7
C 0.533 -1.207 0.052 1.5 -1.4 1.4
C -0.969 -0.959 0.096 3.7 -0.6 -0.8
H 0.349 1.695 1.585 1.8 -0.8 -3.9
H 2.916 2.009 0.000 -4.1 -1.3 0.1
H 0.027 1.286 -1.587 1.9 0.3 3.0
H 1.082 -2.273 0.166 -2.2 2.2 -0.5
H -1.515 -1.855 0.208 -0.5 -1.3 0.5
H -3.530 0.956 -0.206 -1.0 1.2 -0.1
N -1.569 0.124 -0.186 -0.8 -0.8 0.5
S -3.274 -0.308 -0.121 0.7 0.3 -0.3
Cl 3.295 -0.505 -0.197 -2.2 -0.5 0.7

[6]
19
Properties=species:S:1:pos:R:3:forces:R:3 method="wB97M-V/def2-TZVPD" spin_multiplicity=5 total_charge=-1 largest_force_ev_per_a=4.59 energy_ha=-1734.71183 lumo_ev="0.855 / 0.859" e_above_lowest_kj_mol=85.4 s_squared=6.424
O -4.242 1.276 0.167 -0.8 -0.1 0.3
C -3.394 0.350 0.107 0.6 0.5 -0.5
O -3.682 -0.825 -0.230 -0.5 -0.6 0.0
O -2.122 0.696 0.363 -0.5 0.4 0.0
O 1.253 -0.350 -0.217 -0.8 -2.3 -1.7
C 0.233 0.546 0.115 1.2 -0.2 -0.1
C -1.086 -0.180 -0.067 0.1 -0.7 0.2
Li -5.524 -0.130 -0.303 1.1 0.3 0.2
H 0.268 1.446 -0.521 -0.1 0.0 0.2
H 0.363 0.843 1.169 -0.7 0.4 0.2
H -1.103 -1.099 0.535 0.1 0.2 -0.2
H -1.225 -0.451 -1.122 0.1 0.1 0.3
C 2.786 -0.516 0.143 -1.2 2.0 -0.6
O 3.437 0.050 -0.826 0.6 -1.6 0.1
O 3.025 -1.869 0.353 -0.4 0.7 0.0
H 3.134 -2.275 -0.513 0.1 0.2 -0.1
Cr 3.277 1.717 -1.736 0.0 0.5 -0.3
O 2.804 0.181 1.327 -3.1 1.2 0.9
H 1.800 0.589 1.256 4.3 -1.2 1.1